No. 1
C16H26ClN3O4Re | wB97M-V/def2-TZVPD

Highest occupied orbital energy (alpha / beta) in eV: -14.20 / -14.20
LUMO (alpha / beta) in eV: -8.6 / -8.3
Total charge: +2
Energy in eV: -44310.0180
2S+1: 2
Orbital gap (alpha / beta) in eV: 5.5993 / 5.9526

Geometry (Å):
Re 1.055 1.045 0.004
N 2.277 2.585 -0.951
C 3.712 2.540 -0.528
C 3.763 2.088 0.915
N 2.959 0.839 1.118
C 3.684 -0.442 0.846
C 3.437 -0.861 -0.582
N 1.970 -0.713 -0.824
H 2.212 2.628 -1.969
H 1.861 3.468 -0.642
H 4.179 3.518 -0.632
H 4.240 1.857 -1.190
H 3.324 2.855 1.555
H 4.795 1.938 1.235
H 2.719 0.827 2.108
H 3.273 -1.192 1.523
H 4.749 -0.344 1.057
H 3.755 -1.890 -0.749
H 3.961 -0.233 -1.298
H 1.471 -1.479 -0.365
H 1.760 -0.810 -1.816
C -2.962 -3.974 -1.045
C -2.785 -2.491 -0.905
C -2.438 -1.973 0.426
C -2.117 -0.504 0.596
C -1.149 -1.079 2.881
C -2.178 0.304 -0.654
C -2.676 -0.209 -1.801
C -2.924 0.653 -3.012
C -2.960 -1.628 -1.914
C -1.830 1.748 -0.638
O -2.537 2.688 -0.661
O -0.408 1.981 -0.643
H -2.223 -4.520 -0.457
H -2.901 -4.291 -2.083
H -3.943 -4.266 -0.662
H -2.037 -2.692 1.132
H -0.670 -2.003 2.562
H -2.163 -1.290 3.215
H -0.585 -0.679 3.723
H -2.133 1.386 -3.176
H -3.853 1.211 -2.878
H -3.027 0.047 -3.909
H -3.270 -1.999 -2.884
Cl -3.239 1.508 2.735
C -1.536 1.329 2.341
C -1.194 -0.059 1.757
O -3.338 -1.044 1.029
O 0.151 0.028 1.188
H -0.968 1.461 3.261
H -1.267 2.135 1.662

---

No. 2
C43H48BrN4O2Pd | wB97M-V/def2-TZVPD

Highest occupied orbital energy (alpha / beta) in eV: -9.82 / -9.82
LUMO (alpha / beta) in eV: -6.0 / -6.0
Total charge: +1
Energy in eV: -128942.9369
Orbital gap (alpha / beta) in eV: 3.8232 / 3.8267

Geometry (Å):
Pd 0.051 0.015 0.114
C -5.617 2.085 1.605
C -5.363 1.630 0.160
C -4.202 0.695 0.088
C -4.196 -0.655 0.081
C -5.347 -1.603 0.123
C -5.561 -2.177 1.532
C -2.791 -1.065 0.064
N -1.988 0.029 0.052
C -2.801 1.119 0.066
C -2.376 2.430 0.036
C -1.051 2.848 -0.055
C -0.629 4.234 -0.035
C -1.539 5.406 0.120
C -1.946 5.614 1.587
C 0.729 4.219 -0.112
C 1.120 2.822 -0.191
C 2.439 2.389 -0.254
C 2.869 1.080 -0.249
N 2.066 -0.017 -0.244
C 2.881 -1.099 -0.130
C 2.457 -2.408 -0.030
C 1.131 -2.827 0.006
N 0.049 -2.004 0.031
C -1.045 -2.808 0.035
C -2.365 -2.376 0.055
C -0.647 -4.204 0.003
C 0.713 -4.215 -0.006
C 1.628 -5.394 -0.006
C 2.106 -5.733 1.414
C -1.585 -5.365 0.009
C -2.114 -5.657 1.423
C 4.281 -0.677 -0.112
C 4.274 0.671 -0.193
C 5.425 1.618 -0.112
C 5.663 2.054 1.342
C 5.440 -1.608 0.022
C 5.602 -2.134 1.457
N 0.022 2.022 -0.165
C 1.677 5.363 0.016
C 2.199 5.459 1.460
H -6.449 2.787 1.647
H -4.732 2.568 2.022
H -5.858 1.229 2.236
H -5.177 2.501 -0.471
H -6.254 1.131 -0.223
H -5.178 -2.417 -0.586
H -6.254 -1.083 -0.189
H -4.665 -2.679 1.897
H -6.385 -2.891 1.531
H -5.803 -1.378 2.232
H -3.126 3.206 0.088
H -2.435 5.262 -0.489
H -1.039 6.303 -0.246
H -2.413 4.716 1.993
H -2.650 6.441 1.678
H -1.071 5.841 2.195
H 3.194 3.162 -0.255
H 3.210 -3.180 0.024
H -3.122 -3.148 0.057
H 2.490 -5.190 -0.644
H 1.106 -6.254 -0.424
H 2.625 -4.886 1.866
H 2.782 -6.587 1.396
H 1.256 -5.981 2.050
H -1.068 -6.247 -0.368
H -2.423 -5.162 -0.661
H -1.291 -5.927 2.085
H -2.822 -6.485 1.400
H -2.608 -4.782 1.846
H 5.229 2.496 -0.730
H 6.323 1.136 -0.498
H 4.757 2.487 1.769
H 6.465 2.790 1.396
H 5.943 1.197 1.955
H 6.354 -1.087 -0.264
H 5.315 -2.449 -0.664
H 5.812 -1.312 2.141
H 6.432 -2.839 1.507
H 4.700 -2.637 1.806
H 1.175 6.293 -0.250
H 2.518 5.234 -0.669
H 1.374 5.654 2.146
H 2.926 6.264 1.561
H 2.668 4.522 1.764
Br -1.182 -1.880 4.965
C -0.185 -0.313 5.365
C -0.047 -0.029 6.716
C 0.657 1.090 7.122
C 1.241 1.925 6.186
C 1.126 1.633 4.842
C 0.411 0.522 4.395
C 0.371 0.353 2.893
O 1.137 1.052 2.210
O -0.445 -0.465 2.351
H -0.493 -0.685 7.450
H 0.751 1.305 8.178
H 1.787 2.801 6.511
H 1.585 2.269 4.098

---

No. 3
C7H9ClF2N | wB97M-V/def2-TZVPD

SMILES: C[NH2+]/C=C(F)/C=C\C=C(\F)Cl
Highest occupied orbital energy in eV: -13.14
LUMO in eV: -3.6
Total charge: +1
Energy in eV: -26841.4020
Orbital gap in eV: 9.5147

Geometry (Å):
C -1.197 -2.206 -0.655
C -0.114 -2.344 0.241
C -1.655 -0.925 -1.290
C 0.711 -1.104 0.366
C 0.161 0.117 0.539
C -1.873 0.223 -0.636
C 1.720 2.070 1.088
N 0.800 1.346 0.112
F 1.994 -1.210 -0.031
F -1.778 1.400 -1.323
Cl -2.858 0.477 0.755
H -1.756 -3.051 -1.031
H 0.411 -3.285 0.164
H -1.410 -1.036 -2.347
H -0.705 0.111 1.186
H 2.802 1.599 1.070
H 1.871 3.022 0.536
H 1.352 1.918 2.121
H 1.437 0.983 -0.563
H 0.086 1.898 -0.302

---

No. 4
Cl2H2N2 | wB97M-V/def2-TZVPD

SMILES: ClNNCl
Highest occupied orbital energy in eV: -10.20
LUMO in eV: 0.3
Energy in eV: -28054.3308
Orbital gap in eV: 10.4551

Geometry (Å):
N 0.100 0.801 0.029
N 0.257 -0.528 0.475
Cl -0.612 0.947 -1.600
Cl -0.920 -0.995 1.775
H 1.121 0.918 -0.334
H 0.055 -1.143 -0.345

---

No. 5
C3H9O2PS2 | wB97M-V/def2-TZVPD

SMILES: CC(C)S[P@](=O)(O)S
Highest occupied orbital energy in eV: -9.30
LUMO in eV: 0.4
Energy in eV: -38312.6211
Orbital gap in eV: 9.7338

Geometry (Å):
C -0.519 -1.077 -1.130
C -1.093 0.342 0.777
C -0.452 0.316 -0.686
O 3.278 0.785 1.389
O 1.182 -0.743 1.306
P 2.123 0.026 0.569
S 1.106 1.302 -0.741
S 3.174 -1.244 -0.778
H -1.378 -1.518 -0.895
H -0.328 -1.136 -2.211
H 0.154 -1.666 -0.561
H -2.119 0.668 0.580
H -0.568 1.003 1.399
H -1.022 -0.588 1.323
H -1.090 0.970 -1.245
H 2.863 0.837 2.295
H 3.423 -0.265 -1.659

---

No. 6
C3H3BrO2S | wB97M-V/def2-TZVPD

Highest occupied orbital energy (alpha / beta) in eV: -9.05 / -9.05
LUMO (alpha / beta) in eV: -1.1 / -1.1
Energy in eV: -88126.6477
Orbital gap (alpha / beta) in eV: 7.9615 / 7.9607

Geometry (Å):
C 1.039 0.012 -0.734
C 2.137 -0.117 -0.227
C -1.665 0.656 -0.125
O -0.815 -1.762 0.156
O -0.162 -0.125 1.912
S -0.676 -0.406 0.593
Br 3.624 -0.366 0.652
H 0.356 0.001 -1.556
H -1.401 1.673 0.188
H -2.438 0.435 -0.858

---

No. 7
C4H10O2S2 | wB97M-V/def2-TZVPD

Highest occupied orbital energy (alpha / beta) in eV: -0.43 / -3.73
LUMO (alpha / beta) in eV: 3.1 / 3.1
Total charge: -1
Energy in eV: -30074.6418
2S+1: 2
Orbital gap (alpha / beta) in eV: 3.5359 / 6.8079

Geometry (Å):
C 1.220 -0.392 0.714
C 1.126 -1.896 0.945
O 0.499 -2.638 0.094
C 0.085 0.215 1.497
S 0.054 2.098 1.625
S 0.530 2.586 -0.325
C -0.867 1.851 -1.131
H 2.186 0.110 0.866
H 1.110 -0.244 -0.370
H 1.892 -2.387 1.576
H 0.041 -0.170 2.518
H -0.884 -0.030 1.058
H -0.620 1.580 -2.164
H -1.716 2.511 -1.377
H -1.404 1.009 -0.704
H -1.626 -1.820 -1.231
H -0.360 -1.096 -1.646
O -1.264 -1.286 -1.946

---

No. 8
C19H11F9MoN3O5S4 | wB97M-V/def2-TZVPD

Highest occupied orbital energy (alpha / beta) in eV: -4.62 / -4.86
LUMO (alpha / beta) in eV: 2.3 / 1.8
Total charge: -1
Energy in eV: -104246.9236
2S+1: 3
Orbital gap (alpha / beta) in eV: 6.9684 / 6.6419

Geometry (Å):
Mo 0.013 0.478 -0.327
C 1.956 -0.451 2.146
N 1.118 -0.867 1.011
C 1.181 -2.114 0.661
C 0.538 -2.493 -0.523
C 0.319 -3.696 -1.195
C -0.425 -3.369 -2.327
C -0.622 -1.984 -2.299
N -0.039 -1.452 -1.216
C 1.582 -1.150 3.431
C 2.512 -1.925 4.112
C 2.168 -2.572 5.294
C 0.884 -2.450 5.799
C -0.053 -1.677 5.121
C 0.293 -1.030 3.946
H 1.854 0.624 2.262
H 3.005 -0.650 1.908
H 1.732 -2.830 1.269
H 0.657 -4.672 -0.883
H -0.783 -4.040 -3.091
H -1.137 -1.364 -3.014
H 3.516 -2.024 3.715
H 2.904 -3.172 5.814
H 0.610 -2.955 6.717
H -1.059 -1.579 5.509
H -0.436 -0.429 3.419
O 3.142 4.899 -4.575
C 2.637 4.052 -3.884
S 1.000 3.425 -4.133
C 1.011 2.295 -2.796
C 2.120 2.241 -2.046
S 2.325 1.128 -0.721
S 3.435 3.308 -2.490
S -0.377 1.261 -2.553
O -0.646 3.413 2.087
N -0.420 2.526 1.319
O -0.351 2.660 0.067
O -0.213 1.318 1.695
F -4.868 0.305 2.033
C -3.571 0.493 1.733
F -3.388 1.796 1.535
F -2.862 0.149 2.821
C -3.106 -0.325 0.479
O -2.001 0.211 -0.036
C -2.898 -1.812 0.910
F -1.743 -1.948 1.567
F -3.875 -2.257 1.721
F -2.857 -2.620 -0.152
C -4.233 -0.266 -0.604
F -3.765 -0.658 -1.789
F -4.684 0.987 -0.743
F -5.289 -1.046 -0.310

---

The highest energy belongs to which entry? C7H9ClF2N